Entry 1:
{
  "formula": "C6H18N2O",
  "method": "ωB97M-V with the def2-TZVPD basis set",
  "energy_ha": -424.02768,
  "lumo_ev": 0.84,
  "max_force_ha_per_bohr": 0.0967,
  "de_lowest_kcal_mol": 76.7,
  "spin_multiplicity": 1,
  "charge": 0,
  "orbital_gap_ev": 8.96,
  "species": ["C", "C", "C", "N", "C", "C", "N", "C", "H", "H", "H", "H", "H", "H", "H", "H", "H", "H", "H", "H", "H", "H", "H", "H", "H", "H", "O"],
  "coordinates": [[-0.643, 1.922, 1.390], [0.780, 2.199, 1.508], [-1.151, 0.627, 1.984], [-1.870, -0.316, 1.241], [-1.136, -1.043, 0.243], [-0.939, -0.280, -1.115], [0.444, -0.770, -1.471], [0.540, -1.942, -2.384], [-1.149, 2.209, 0.417], [-1.176, 2.747, 1.903], [0.953, 3.356, 1.585], [1.256, 1.623, 2.297], [1.393, 1.750, 0.714], [-1.827, 0.963, 2.732], [-0.415, 0.051, 2.474], [-2.681, -0.062, 0.780], [-1.679, -2.168, 0.196], [-0.196, -1.380, 0.736], [-0.958, 0.743, -0.845], [-1.753, -0.657, -1.869], [0.982, 0.162, -1.878], [-0.141, -1.859, -3.230], [0.344, -2.876, -1.940], [1.427, -2.175, -2.877], [3.885, -0.570, -0.760], [2.544, -1.239, -0.563], [3.166, -1.013, -1.265]],
  "mulliken_charge": [-0.327, -1.153, -0.783, -0.302, -0.694, -0.376, -0.121, -1.197, 0.446, 0.385, 0.284, 0.310, 0.196, 0.379, 0.450, 0.246, 0.212, 0.244, 0.215, 0.211, 0.234, 0.369, 0.409, 0.400, 0.294, 0.295, -0.625]
}

---

Entry 2:
{
  "formula": "C18H19BN2O4S",
  "method": "ωB97M-V with the def2-TZVPD basis set",
  "energy_ha": -1530.82667,
  "lumo_ev": 0.22,
  "max_force_ha_per_bohr": 0.0936,
  "de_lowest_kcal_mol": 32.6,
  "spin_multiplicity": 1,
  "charge": 0,
  "orbital_gap_ev": 7.69,
  "species": ["O", "O", "O", "O", "B", "C", "C", "C", "C", "C", "C", "C", "C", "C", "C", "C", "C", "C", "C", "C", "C", "N", "N", "C", "C", "S", "H", "H", "H", "H", "H", "H", "H", "H", "H", "H", "H", "H", "H", "H", "H", "H", "H", "H", "H"],
  "coordinates": [[-1.313, 2.268, 2.202], [-1.165, 2.988, -0.201], [0.671, 3.861, -3.843], [2.031, 5.934, -3.108], [1.586, 4.618, -3.015], [4.095, 3.155, -0.519], [3.565, 3.719, -1.664], [3.239, 2.478, 0.306], [1.342, 3.142, -1.030], [-0.421, -1.070, -1.509], [-2.422, -1.485, 3.115], [-2.252, -2.814, 2.626], [-0.385, 0.249, -1.016], [2.198, 3.741, -1.872], [1.835, 2.523, 0.127], [-0.753, -2.147, -0.698], [-2.010, -0.458, 2.266], [-1.563, -3.087, 1.493], [-0.786, 0.415, 0.291], [-1.120, -2.005, 0.641], [-1.206, -0.675, 1.112], [-1.460, -4.512, 1.164], [1.036, 2.005, 1.135], [-0.301, -5.125, 0.509], [-2.676, -5.308, 1.001], [-0.623, 2.166, 0.915], [0.344, 4.207, -4.729], [1.516, 6.514, -3.743], [5.138, 3.303, -0.279], [4.166, 4.176, -2.411], [3.562, 1.980, 1.237], [0.293, 3.209, -1.259], [-0.162, -1.323, -2.540], [-2.944, -1.311, 4.014], [-2.665, -3.626, 3.216], [-0.113, 1.086, -1.649], [-0.517, -3.107, -1.064], [-2.254, 0.538, 2.555], [1.215, 2.178, 2.143], [-0.557, -5.565, -0.428], [0.496, -4.440, 0.275], [0.137, -5.881, 1.212], [-3.536, -4.704, 1.232], [-2.598, -6.089, 1.757], [-2.662, -5.719, 0.032]],
  "mulliken_charge": [-0.723, -0.636, -0.581, -0.527, 0.590, -0.695, -0.780, -0.590, 0.042, -1.143, -1.000, -0.104, -0.492, 0.140, 0.181, -0.375, -0.690, -0.165, 0.452, 0.534, 0.336, 0.112, -0.306, -1.305, -1.155, 1.080, 0.279, 0.291, 0.403, 0.419, 0.370, 0.585, 0.383, 0.443, 0.410, 0.578, 0.487, 0.574, 0.317, 0.421, 0.473, 0.313, 0.393, 0.348, 0.314]
}

---

Entry 3:
{
  "formula": "C12H20N4O3",
  "method": "ωB97M-V with the def2-TZVPD basis set",
  "energy_ha": -913.95557,
  "lumo_ev": 0.47,
  "max_force_ha_per_bohr": 0.0734,
  "de_lowest_kcal_mol": 76.0,
  "spin_multiplicity": 1,
  "charge": 0,
  "orbital_gap_ev": 9.43,
  "species": ["C", "C", "C", "C", "C", "C", "C", "C", "C", "C", "C", "C", "H", "H", "H", "H", "H", "H", "H", "H", "H", "H", "H", "H", "H", "H", "H", "H", "H", "H", "H", "H", "N", "N", "N", "N", "O", "O", "O"],
  "coordinates": [[-0.558, -1.362, 0.302], [0.839, -0.926, 0.562], [-0.395, -2.559, -0.695], [-1.817, -3.238, -1.131], [-2.079, -4.558, -0.410], [-1.666, -3.609, -2.656], [0.922, 1.462, -0.712], [1.767, 1.764, -1.985], [0.864, 2.737, 0.196], [0.193, 2.467, 1.476], [0.599, 2.433, 2.806], [-1.396, 1.497, 2.661], [-1.380, 0.548, 0.463], [-2.428, -0.538, -0.516], [-0.865, -1.875, 1.286], [0.313, -3.317, -0.321], [-0.006, -2.056, -1.622], [-2.618, -2.517, -0.951], [-1.722, -5.515, -0.800], [-1.547, -4.563, 0.540], [-3.160, -4.720, -0.159], [-1.454, -2.832, -3.356], [-2.559, -3.995, -3.200], [-0.948, -4.409, -2.780], [2.257, 0.384, 0.346], [-0.120, 1.391, -1.032], [0.285, 3.560, -0.327], [1.888, 2.995, 0.237], [1.552, 2.552, 3.235], [-2.310, 0.937, 2.824], [-0.465, 1.905, 4.536], [0.300, 2.841, -2.451], [-1.399, -0.285, -0.222], [1.326, 0.221, -0.027], [-1.137, 2.084, 1.479], [-0.409, 1.764, 3.507], [1.511, -1.722, 1.208], [2.832, 1.360, -2.199], [0.991, 2.374, -2.959]],
  "mulliken_charge": [0.814, 0.017, -1.305, 0.939, -1.493, -1.661, -0.560, 0.273, -0.443, 0.498, -0.784, -0.148, 0.051, 0.224, -0.009, 0.467, 0.253, 0.188, 0.349, 0.397, 0.322, 0.433, 0.397, 0.378, 0.232, 0.551, 0.274, 0.442, 0.418, 0.450, 0.276, 0.395, -0.411, 0.161, -0.653, -0.081, -0.696, -0.474, -0.482]
}

---

Entry 4:
{
  "formula": "C37H61NO22",
  "method": "ωB97M-V with the def2-TZVPD basis set",
  "energy_ha": -3156.48566,
  "lumo_ev": 0.26,
  "max_force_ha_per_bohr": 0.0656,
  "de_lowest_kcal_mol": 39.6,
  "spin_multiplicity": 1,
  "charge": 0,
  "orbital_gap_ev": 8.26,
  "species": ["C", "C", "C", "O", "C", "O", "O", "H", "H", "H", "H", "H", "H", "C", "C", "C", "O", "C", "O", "O", "H", "H", "H", "H", "H", "H", "C", "C", "C", "O", "C", "O", "O", "H", "H", "H", "H", "H", "H", "C", "C", "C", "O", "C", "O", "O", "H", "H", "H", "H", "H", "H", "C", "C", "C", "O", "C", "O", "O", "H", "H", "H", "H", "H", "H", "C", "C", "C", "O", "C", "O", "O", "H", "H", "H", "H", "H", "H", "C", "C", "C", "O", "C", "O", "O", "H", "H", "H", "H", "H", "H", "C", "C", "C", "C", "C", "C", "N", "O", "C", "C", "C", "H", "H", "H", "H", "H", "H", "H", "H", "H", "H", "H", "H", "H", "H", "H", "H", "H", "H", "H"],
  "coordinates": [[-1.093, -0.064, 0.710], [-1.804, -1.373, 0.329], [-1.520, -1.897, -1.066], [-0.358, -2.717, -0.871], [-0.280, -3.024, 0.429], [0.466, -3.821, 0.857], [-1.262, -2.435, 1.131], [-0.025, -0.211, 0.875], [-1.529, 0.329, 1.627], [-1.226, 0.666, -0.090], [-2.873, -1.194, 0.444], [-1.409, -1.034, -1.724], [-2.301, -2.545, -1.467], [4.554, 0.897, 5.936], [4.515, 0.623, 4.413], [3.256, 1.239, 3.772], [3.774, 2.295, 2.993], [5.107, 2.408, 3.102], [5.754, 3.172, 2.489], [5.580, 1.347, 3.776], [5.394, 1.479, 6.305], [4.635, -0.075, 6.432], [3.626, 1.362, 6.258], [4.719, -0.428, 4.261], [2.647, 1.702, 4.558], [2.526, 0.589, 3.303], [-0.464, -7.676, 1.958], [0.889, -6.991, 1.841], [1.310, -6.267, 3.134], [2.374, -7.088, 3.607], [2.752, -7.977, 2.671], [3.588, -8.760, 2.824], [1.906, -7.962, 1.617], [-0.498, -8.433, 2.747], [-0.646, -8.127, 0.981], [-1.283, -7.004, 2.216], [0.856, -6.316, 0.987], [0.440, -6.326, 3.801], [1.503, -5.200, 3.104], [-0.297, 5.902, -4.202], [-1.410, 5.009, -3.683], [-1.899, 4.004, -4.752], [-1.714, 2.724, -4.189], [-1.366, 2.843, -2.905], [-1.453, 1.938, -2.171], [-0.984, 4.120, -2.612], [-0.579, 6.421, -5.115], [0.678, 5.438, -4.180], [-0.279, 6.703, -3.449], [-2.291, 5.603, -3.433], [-1.279, 4.154, -5.648], [-2.901, 4.213, -5.134], [-3.320, -4.688, 2.182], [-3.323, -4.205, 3.595], [-2.160, -4.695, 4.498], [-1.258, -3.567, 4.390], [-2.053, -2.453, 4.352], [-1.779, -1.395, 4.783], [-3.193, -2.763, 3.646], [-3.491, -5.763, 2.066], [-2.361, -4.500, 1.704], [-4.144, -4.231, 1.633], [-4.270, -4.454, 4.082], [-1.718, -5.596, 4.082], [-2.456, -4.862, 5.537], [-5.508, 1.501, -1.476], [-5.574, 0.600, -2.674], [-4.388, 0.536, -3.657], [-4.197, -0.871, -3.824], [-4.855, -1.547, -2.868], [-4.677, -2.661, -2.543], [-5.761, -0.762, -2.252], [-4.541, 1.574, -0.979], [-6.292, 1.196, -0.782], [-5.780, 2.537, -1.700], [-6.475, 0.857, -3.244], [-3.531, 1.022, -3.195], [-4.667, 1.046, -4.573], [-4.128, 1.528, 2.708], [-4.757, 2.917, 2.568], [-3.865, 4.112, 3.002], [-3.570, 4.779, 1.739], [-4.338, 4.296, 0.745], [-4.369, 4.700, -0.358], [-4.974, 3.170, 1.151], [-3.719, 1.483, 3.725], [-3.238, 1.400, 2.093], [-4.890, 0.773, 2.552], [-5.710, 2.867, 3.097], [-2.936, 3.817, 3.474], [-4.514, 4.807, 3.536], [2.390, 3.312, -3.914], [3.369, 2.645, -2.962], [2.613, 2.240, -1.694], [3.249, 1.122, -0.922], [3.509, -0.069, -1.808], [4.543, 0.324, -2.880], [4.005, 1.477, -3.591], [4.808, 1.838, -4.674], [5.873, 0.628, -2.205], [4.650, -0.819, -3.867], [4.448, 3.632, -2.477], [3.071, 3.781, -4.648], [1.885, 4.130, -3.415], [1.789, 2.670, -4.556], [2.477, 3.120, -1.049], [1.542, 2.067, -1.876], [2.631, 0.820, -0.067], [4.151, 1.513, -0.451], [2.649, -0.554, -2.277], [3.980, -0.863, -1.216], [6.373, -0.205, -1.722], [6.528, 0.968, -3.035], [5.942, 1.580, -1.685], [4.890, -1.736, -3.312], [3.694, -1.031, -4.340], [5.483, -0.675, -4.554], [5.324, 3.767, -3.108], [4.764, 3.367, -1.470], [3.991, 4.627, -2.370], [4.333, 1.581, -5.472]],
  "mulliken_charge": [-0.942, 0.531, -0.038, -0.417, 0.469, -0.600, -0.317, 0.322, 0.059, 0.214, 0.342, 0.209, 0.102, -1.260, 0.364, -0.402, -0.364, 0.656, -0.518, -0.413, 0.325, 0.310, 0.356, 0.436, 0.247, 0.272, -1.260, 0.652, 0.068, -0.381, 0.503, -0.481, -0.410, 0.361, 0.391, 0.146, 0.216, 0.024, 0.199, -1.246, 0.461, -0.571, -0.355, 0.839, -0.567, -0.387, 0.434, 0.253, 0.393, 0.309, 0.305, 0.287, -1.189, 0.602, -0.303, -0.293, 0.724, -0.541, -0.350, 0.440, 0.044, 0.391, 0.287, 0.010, 0.271, -1.304, 0.479, 0.122, -0.369, 0.603, -0.522, -0.397, 0.126, 0.397, 0.456, 0.204, -0.155, 0.318, -1.132, 0.463, -0.511, -0.363, 0.660, -0.520, -0.288, 0.406, -0.016, 0.440, 0.259, 0.345, 0.282, -1.917, 1.804, -0.766, -0.246, -1.467, 1.889, 0.414, -0.522, -1.806, -2.114, -1.763, 0.578, 0.038, 0.449, 0.589, -0.255, 0.179, 0.122, 0.324, 0.459, 0.365, 0.418, 0.327, 0.417, 0.421, 0.439, 0.291, 0.352, 0.437, 0.343]
}

---

Entry 5:
{
  "formula": "C3H6N6O",
  "method": "ωB97M-V with the def2-TZVPD basis set",
  "energy_ha": -521.52352,
  "lumo_ev": 0.41,
  "max_force_ha_per_bohr": 0.1130,
  "de_lowest_kcal_mol": 38.2,
  "spin_multiplicity": 1,
  "charge": 0,
  "orbital_gap_ev": 9.63,
  "species": ["N", "C", "C", "N", "C", "N", "N", "N", "N", "H", "H", "H", "H", "O", "H", "H"],
  "coordinates": [[-1.981, 1.122, -0.851], [-1.201, 0.350, -0.345], [0.181, -0.187, -0.244], [1.175, 0.849, -0.160], [2.396, 0.474, -0.090], [2.998, -0.763, -0.074], [4.342, -0.649, -0.011], [4.640, 0.574, -0.012], [3.505, 1.288, -0.076], [0.189, -0.848, 0.646], [0.323, -0.847, -1.123], [2.581, -1.694, -0.163], [3.532, 2.297, -0.144], [-2.341, 0.554, 1.410], [-1.600, 0.788, 1.979], [-2.768, 1.295, 0.471]],
  "mulliken_charge": [-0.589, 0.267, -0.351, -0.592, 0.466, 0.202, -0.401, -0.332, 0.121, 0.360, 0.345, 0.276, 0.238, -0.808, 0.311, 0.488]
}

---

Entry 6:
{
  "formula": "C8H10N2O2",
  "method": "ωB97M-V with the def2-TZVPD basis set",
  "energy_ha": -570.80393,
  "lumo_ev": 0.62,
  "max_force_ha_per_bohr": 0.0421,
  "de_lowest_kcal_mol": 37.9,
  "spin_multiplicity": 1,
  "charge": 0,
  "orbital_gap_ev": 8.65,
  "species": ["N", "C", "O", "O", "C", "C", "C", "C", "N", "C", "C", "C", "H", "H", "H", "H", "H", "H", "H", "H", "H", "H"],
  "coordinates": [[-1.296, 1.143, -4.422], [-1.287, 1.040, -3.270], [-3.539, 0.971, -0.940], [1.250, 0.474, -1.838], [-1.156, 0.821, -1.857], [-2.184, 0.872, -0.859], [-1.601, 0.701, 0.373], [0.030, 0.615, -1.217], [-0.235, 0.544, 0.167], [2.122, -1.601, 2.297], [0.742, 0.224, 1.233], [1.099, -1.290, 1.193], [-3.799, 1.278, -1.828], [1.221, 0.686, -2.773], [-2.153, 0.649, 1.313], [2.293, -2.696, 2.408], [1.803, -1.200, 3.246], [3.048, -1.127, 1.973], [1.648, 0.825, 1.060], [0.286, 0.478, 2.187], [0.178, -1.878, 1.341], [1.532, -1.529, 0.211]],
  "mulliken_charge": [-0.495, -0.384, -0.595, -0.560, 0.179, 0.727, -0.780, 0.682, 0.199, -1.214, -0.913, -0.129, 0.313, 0.333, 0.389, 0.334, 0.331, 0.315, 0.299, 0.416, 0.291, 0.261]
}